Density functional theory data (ωB97M-V with the def2-TZVPD basis set) for a 2-piece molecular cluster, C2H3F2N overall.

Output
2S+1: 3
HOMO level (alpha / beta) in Ha: -0.184 / -0.411
Electronic energy in hartree: -332.2305
LUMO energy (alpha / beta) in eV: 1.0900 / -2.5373
Energy above the lowest of the compared OMol25 structures with the same formula, charge and spin in kJ/mol: 184.5

Structure (XYZ):
```
8
Properties=species:S:1:pos:R:3:forces:R:3:lowdin_spin:R:1
C -0.81878 -0.19833 -0.20349 3.70 0.78 -1.76 0.581
C 1.19126 -0.08289 0.38543 -0.08 -0.18 -0.18 0.422
N -1.33927 0.89265 -0.41740 -1.09 1.72 -0.38 0.634
F 1.63377 1.12306 0.07655 -0.48 -0.65 0.13 0.084
F 1.80125 -1.01790 -0.34164 -0.75 0.67 0.45 0.099
H -1.26218 -1.09917 -0.23974 -0.67 -3.76 1.03 0.091
H 1.08746 -0.30962 1.43251 0.24 0.02 0.33 0.041
H -2.29351 0.69221 -0.69222 -0.86 1.38 0.37 0.050
```
Positions in Å, forces in eV/Å.